Record 1
This record from OMol25 describes a molecular structure, FeHO2S in a non-equilibrium geometry. The level of theory is the ωB97M-V functional and the def2-TZVPD basis.

Charge = +1
Electronic energy = -49323.13772 eV
Spin multiplicity = 5
⟨S²⟩ = 6.011
Gap between HOMO and LUMO (spin up / spin down) = 7.72 / 8.27 eV

The geometry in XYZ format:
```
5
FeHO2S (the ωB97M-V functional and the def2-TZVPD basis)
S -1.76082 -0.29862 0.12487
O -0.32894 -0.31450 0.50211
Fe 1.47707 0.25997 0.09638
O -2.22343 0.94726 -0.43990
H 2.83612 -0.59411 -0.28346
```

Per-atom Löwdin charges, elementary charge units: 1.084 -0.607 0.939 -0.316 -0.100

***

Record 2
This record from OMol25 describes a molecular structure, C11H11NO2 in a non-equilibrium geometry. The level of theory is the ωB97M-V functional and the def2-TZVPD basis.

Electronic energy = -17166.67048 eV
Gap between HOMO and LUMO = 8.97 eV

The geometry in XYZ format:
```
25
C11H11NO2 (the ωB97M-V functional and the def2-TZVPD basis)
C 0.69705 -2.02891 -2.55739
C 0.11830 -1.34567 -1.80337
C 1.35319 -0.34108 3.19980
C 0.10561 -0.86242 3.02507
C 2.03592 0.06095 2.01872
C -0.39396 -0.97438 1.76123
C 1.48201 -0.09462 0.78907
C 0.24958 -0.66972 0.59658
C -0.89298 2.03611 -0.10497
C -0.53840 -0.68953 -0.67802
C -0.90210 1.10065 -1.25853
N -2.11135 0.99035 -2.11311
O -2.04765 2.53703 0.32018
O 0.16095 2.29126 0.40256
H 0.87358 -2.48445 -3.52136
H 1.80211 -0.32434 4.18793
H -0.43066 -1.02574 3.99641
H 3.11975 0.21970 1.99592
H -1.39660 -1.48385 1.74669
H 2.12189 0.40527 0.05788
H -1.50227 -1.11743 -0.57915
H 0.08362 1.18069 -1.88755
H -2.07549 0.62121 -3.03982
H -2.79059 2.16847 -0.16342
H -3.02708 0.81355 -1.60108
```

Löwdin atomic charge list, values in e, 8 entries: 0.112 -0.141 -0.075 -0.111 -0.076 -0.072 -0.080 -0.232

***

Record 3
This record from OMol25 describes a molecular structure, C54H46GeN5O5Ti. The level of theory is the ωB97M-V functional and the def2-TZVPD basis.

Charge = -2
Electronic energy = -154069.58824 eV
Spin multiplicity = 2
⟨S²⟩ = 0.756
Gap between HOMO and LUMO (spin up / spin down) = 5.26 / 5.28 eV

The geometry in XYZ format:
```
112
C54H46GeN5O5Ti (the ωB97M-V functional and the def2-TZVPD basis)
Ti 0.01417 -0.37342 -0.09034
O -1.65895 2.22015 -3.44852
C -2.91712 2.36737 -3.01321
C -3.81457 3.04211 -3.84402
C -5.12884 3.22127 -3.46036
C -5.56878 2.73027 -2.23450
C -4.67930 2.05951 -1.41085
C -3.34936 1.86499 -1.77410
C -2.41090 1.12463 -0.88645
O -1.17888 1.02400 -1.25773
N -2.89196 0.62340 0.21420
N -1.92308 -0.04929 0.93072
C -2.35544 -0.60054 2.00139
C -1.53114 -1.30619 2.95666
C -2.13091 -1.86292 4.08886
C -1.38937 -2.50307 5.06540
C -0.00334 -2.59444 4.90481
C 0.61219 -2.05322 3.79663
C -0.13023 -1.39781 2.80005
O 0.49108 -0.87411 1.77513
H -1.18507 1.70450 -2.74863
H -3.44730 3.40805 -4.79484
H -5.81287 3.74462 -4.11854
H -6.59979 2.86283 -1.92927
H -4.99639 1.66380 -0.45498
H -3.41902 -0.50982 2.21933
H -3.20901 -1.77540 4.18670
H -1.87131 -2.93373 5.93418
H 0.59645 -3.09552 5.65663
H 1.68600 -2.11021 3.66567
C 1.74015 -5.54606 -1.13296
C 0.84037 -4.85990 -0.31852
C 0.87370 -3.48326 -0.21299
C 1.80069 -2.70395 -0.94044
C 2.72215 -3.41569 -1.73521
C 2.68240 -4.79977 -1.82843
N 1.76793 -1.31894 -0.84432
N 2.88909 -0.77043 -1.42668
C 3.14444 0.48394 -1.49980
C 4.37644 0.85423 -2.19430
C 4.64407 2.11386 -2.57776
C 3.71406 3.16205 -2.25364
C 2.66232 2.84399 -1.46955
N 2.38727 1.58475 -1.01336
H 1.70869 -6.62605 -1.21521
H 0.09244 -5.40435 0.24751
H 0.15734 -3.00564 0.43838
H 3.45797 -2.85249 -2.28898
H 3.40100 -5.30551 -2.46643
H 5.03649 0.02904 -2.42658
H 5.55288 2.33998 -3.12401
H 3.86104 4.18464 -2.56933
H 1.97043 3.60396 -1.12802
C 1.33668 1.41961 0.00489
Ge 2.04840 1.73982 1.79703
C 2.93906 3.51716 1.91261
C 4.20264 3.72724 1.35209
C 4.80201 4.98098 1.37622
C 4.14917 6.05440 1.96666
C 2.89333 5.86818 2.53087
C 2.29620 4.61106 2.50130
C 0.59226 1.83758 3.11152
C 0.74170 1.37542 4.41958
C -0.32076 1.40998 5.31612
C -1.55409 1.90720 4.91339
C -1.72111 2.36398 3.61282
C -0.65513 2.32686 2.72105
C 3.43835 0.50243 2.40953
C 4.32846 0.89699 3.41112
C 5.29860 0.02197 3.88813
C 5.40189 -1.25673 3.35311
C 4.53722 -1.65354 2.34048
C 3.55831 -0.78261 1.87315
H 0.61542 2.22209 -0.17152
H 4.71882 2.89761 0.87770
H 5.77805 5.12176 0.92562
H 4.61578 7.03283 1.98458
H 2.37830 6.70222 2.99416
H 1.31719 4.47402 2.94712
H 1.69122 0.95533 4.73453
H -0.19373 1.01806 6.31875
H -2.38971 1.91306 5.60387
H -2.68778 2.72038 3.27615
H -0.81244 2.64855 1.69651
H 4.26625 1.89997 3.82201
H 5.97527 0.34132 4.67313
H 6.16237 -1.93743 3.71924
H 4.61508 -2.64416 1.90759
H 2.88244 -1.10207 1.08774
C -4.91739 -2.43370 -6.41142
C -4.22111 -2.45932 -5.07286
C -2.87570 -2.78639 -4.97398
C -2.19962 -2.75011 -3.75790
C -0.72555 -3.08115 -3.71476
C -2.90981 -2.40171 -2.60107
C -4.27757 -2.11675 -2.66928
C -5.08575 -1.82672 -1.42790
C -4.90586 -2.13063 -3.91088
C -2.18941 -2.33563 -1.27200
O -2.63794 -2.93428 -0.30047
O -1.10677 -1.64449 -1.31772
H -4.41412 -3.08259 -7.12960
H -4.92595 -1.42126 -6.82484
H -5.95600 -2.75995 -6.32275
H -2.32780 -3.06301 -5.87086
H -0.42061 -3.58878 -4.63215
H -0.47542 -3.71575 -2.86318
H -0.13363 -2.17397 -3.59852
H -5.15257 -2.71739 -0.80253
H -6.09063 -1.49610 -1.69776
H -4.61318 -1.05604 -0.81777
H -5.96362 -1.88603 -3.96807
```

Löwdin atomic charge list, values in e, 8 entries: 1.040 0.064 -0.269 -0.030 -0.114 -0.117 -0.043 -0.066

***

Record 4
This record from OMol25 describes C2H7N3OS2 in the gas phase in a non-equilibrium geometry. The level of theory is the ωB97M-V functional and the def2-TZVPD basis.

Electronic energy = -30373.26748 eV
SMILES string = CON=C(NS)NS
Gap between HOMO and LUMO = 9.11 eV

The geometry in XYZ format:
```
15
C2H7N3OS2 (the ωB97M-V functional and the def2-TZVPD basis)
C -1.20728 2.40310 0.52085
O -0.14979 1.51859 0.23653
N -0.64708 0.19820 0.32461
C 0.21164 -0.61252 -0.17077
N -0.09055 -1.96874 -0.26550
S -1.60202 -2.58132 0.19360
N 1.47699 -0.23648 -0.59343
S 2.38957 -1.08208 -1.74545
H -0.76418 3.39623 0.48107
H -1.60450 2.20547 1.49888
H -2.02041 2.28486 -0.21170
H 0.68668 -2.58298 -0.17079
H -1.62437 -2.18251 1.46817
H 1.57836 0.74446 -0.62990
H 3.36694 -1.50427 -0.93616
```

Löwdin atomic charge list, values in e, 8 entries: -0.107 -0.226 0.060 -0.560 -0.403 0.754 -0.347 0.781

***

Record 5
This record from OMol25 describes 2 unconnected molecules or ions with the total composition C18H18N6O5 in a non-equilibrium geometry. The level of theory is the ωB97M-V functional and the def2-TZVPD basis.

Electronic energy = -38126.84996 eV
Gap between HOMO and LUMO = 4.84 eV

The geometry in XYZ format:
```
47
C18H18N6O5 (the ωB97M-V functional and the def2-TZVPD basis)
N -4.22548 -2.09065 2.09437
C -3.16482 -1.60236 2.15736
C -1.85938 -1.01698 2.26688
C -0.73082 -1.85153 2.38384
C 0.52804 -1.25919 2.46484
N 1.72166 -1.82992 2.89105
O 2.05362 -2.95896 3.21973
O 2.63281 -0.74888 2.98455
N 2.02364 0.45674 2.70135
C 0.73302 0.12805 2.41304
C -0.43173 0.98965 2.32409
N -0.38230 2.42569 2.47845
O 0.69340 3.05150 2.49675
O -1.49412 3.00719 2.58585
C -1.69756 0.38569 2.24917
H -0.80338 -2.93540 2.40898
H -2.58064 1.02262 2.21056
C -0.46911 -6.38196 6.18226
C 0.40809 -5.31399 5.56908
N 0.17304 -3.96222 6.09113
C 1.00206 -3.52554 7.21893
C 2.19836 -2.67116 6.82836
C -0.98693 -3.30954 5.69208
C -1.17700 -1.97130 6.14316
N -2.30282 -1.22551 5.84128
C -3.49929 -1.79608 5.44891
C -4.59201 -1.00119 5.17128
C -4.51709 0.38440 5.29853
C -3.29543 0.95178 5.67232
C -2.21935 0.15004 5.96986
O -1.77684 -3.91499 4.92263
H -0.26865 -7.33479 5.68722
H -0.26467 -6.48187 7.25350
H -1.51942 -6.12595 6.02271
H 1.46343 -5.53590 5.76926
H 0.24737 -5.27807 4.48366
H 0.36798 -2.96336 7.91819
H 1.35438 -4.43203 7.72970
H 2.75650 -2.40744 7.73367
H 2.85846 -3.21857 6.14553
H 1.87563 -1.74649 6.33872
H -0.36897 -1.43308 6.63433
H -3.49390 -2.87631 5.33910
H -5.49379 -1.50242 4.82606
H -5.38505 1.00911 5.10410
H -3.15763 2.02992 5.73131
H -1.24444 0.50385 6.29867
```

Löwdin atomic charge list, values in e, 8 entries: 0.192 -0.163 -0.181 0.108 -0.104 -0.138 0.094 0.053

***

Record 6
This record from OMol25 describes a molecular structure, C34H26ClN3OPRu. The level of theory is the ωB97M-V functional and the def2-TZVPD basis.

Charge = +3
Electronic energy = -66565.04017 eV
Spin multiplicity = 5
⟨S²⟩ = 6.040
Gap between HOMO and LUMO (spin up / spin down) = 6.94 / 4.72 eV

The geometry in XYZ format:
```
67
C34H26ClN3OPRu (the ωB97M-V functional and the def2-TZVPD basis)
Ru -0.22239 0.82876 -0.37501
Cl 4.99346 6.02106 -0.43045
C 4.03772 4.63824 -0.42510
C 4.63683 3.36292 -0.22983
C 3.86549 2.24853 -0.18617
C 2.44150 2.32818 -0.32642
O 1.74725 1.26865 -0.25650
C 1.83884 3.62635 -0.54675
C 0.41829 3.80108 -0.65891
N -0.50106 2.90306 -0.51995
C -1.87145 3.27477 -0.52063
C -2.36804 4.56405 -0.49586
C -3.74602 4.80749 -0.47676
C -4.63668 3.76870 -0.46202
C -4.17042 2.43643 -0.48684
C -5.03835 1.32434 -0.47781
C -4.51563 0.05656 -0.52716
C -3.13468 -0.10586 -0.56434
N -2.27449 0.91295 -0.54782
C -2.77929 2.19263 -0.52094
C 2.64816 4.74373 -0.59926
H 5.71153 3.29508 -0.12026
H 4.30360 1.26865 -0.04079
H 0.11300 4.82397 -0.85583
H -1.70776 5.41928 -0.47655
H -4.09803 5.82967 -0.46919
H -5.70316 3.95125 -0.43374
H -6.10793 1.48822 -0.42822
H -5.15458 -0.81460 -0.53413
H -2.71129 -1.09530 -0.60644
H 2.20767 5.72050 -0.76136
N -0.15613 0.65798 2.04780
C -0.19458 -0.68378 2.61032
C -0.33832 -0.84124 3.97970
C -0.40203 -2.11067 4.53465
C -0.33714 -3.22829 3.71537
C -0.20413 -3.07864 2.34549
C -0.10841 -1.80524 1.77942
P 0.00086 -1.58655 -0.01751
C -0.50800 -3.17939 -0.75530
C -1.83235 -3.45621 -1.09159
C -2.19010 -4.70577 -1.57119
C -1.22225 -5.68660 -1.73348
C 0.09405 -5.42407 -1.37870
C 0.46353 -4.17509 -0.91025
C 1.73407 -1.50956 -0.54877
C 1.92868 -1.22327 -1.90781
C 3.20190 -1.26890 -2.44603
C 4.27898 -1.59925 -1.62981
C 4.08758 -1.85126 -0.27471
C 2.81569 -1.79782 0.27696
H 0.72379 1.10996 2.28400
H -0.88906 1.21970 2.47219
H -0.40357 0.03079 4.62047
H -0.51317 -2.22360 5.60444
H -0.39936 -4.21943 4.14343
H -0.17359 -3.95408 1.71136
H -2.60486 -2.70708 -0.98576
H -3.22064 -4.90823 -1.82869
H -1.49263 -6.64466 -2.15619
H 0.84454 -6.19810 -1.46850
H 1.49507 -3.99532 -0.64603
H 1.07333 -1.00080 -2.54101
H 3.36113 -1.06593 -3.49679
H 5.27026 -1.67135 -2.05790
H 4.93318 -2.10613 0.35121
H 2.66156 -2.00151 1.33022
```

Löwdin atomic charge list, values in e, 8 entries: 1.350 0.927 -0.594 -0.016 0.070 -0.262 -0.143 -0.090

***

Record 7
This record from OMol25 describes 2 unconnected molecules or ions with the total composition C4H7BrOS in a non-equilibrium geometry. The level of theory is the ωB97M-V functional and the def2-TZVPD basis.

Electronic energy = -87182.99802 eV
SMILES string = CCC#CBr.OS
Gap between HOMO and LUMO = 9.28 eV

The geometry in XYZ format:
```
14
C4H7BrOS (the ωB97M-V functional and the def2-TZVPD basis)
C -1.15200 0.52922 -0.11999
C -0.14228 1.35236 0.68748
C 1.24719 1.15129 0.53531
C 2.38064 0.90448 0.24907
Br 4.05820 0.58128 -0.23504
H -2.27182 0.72118 0.29875
H -0.96877 -0.53295 -0.03141
H -1.14958 0.86545 -1.19166
H -0.41826 0.94976 1.67706
H -0.38446 2.43652 0.73160
O 2.60723 -2.38396 0.67292
S 1.09557 -2.73742 -0.04882
H 3.25624 -3.17389 0.57338
H 0.51409 -2.80379 1.21298
```

Löwdin atomic charge list, values in e, 8 entries: -0.121 -0.299 -0.162 -0.672 0.777 0.120 0.018 0.079